The following is a quantum chemistry calculation of a 16-piece molecular cluster, C44H125N5O28 overall at a distorted geometry, from the OMol25 dataset.

Results
Kohn-Sham gap in eV: 8.51
Total charge: 0

Each atom is followed by the atoms it is bonded to, with distances in Å.
Cartesian coordinates (Å):
1 C 1.42765 0.04869 0.77391  O2 1.433, H10 1.091, H11 1.089, H12 1.092
2 O 0.10687 0.34305 0.30224  C1 1.433, C3 1.431
3 C 0.10169 0.53484 -1.11631  O2 1.431, C4 1.525, H13 1.094, H14 1.096
4 C -1.34767 0.78338 -1.52010  C3 1.525, N5 1.454, H15 1.097, H16 1.097
5 N -2.13081 -0.43323 -1.37697  C4 1.454, C6 1.451, H17 1.021
6 C -3.52648 -0.25114 -1.72895  N5 1.451, C7 1.529, H18 1.087, H19 1.098
7 C -4.30660 -1.46747 -1.22960  C6 1.529, O8 1.425, H20 1.093, H21 1.094
8 O -4.24101 -1.66907 0.17928  C7 1.425, C9 1.409
9 C -5.19045 -0.98081 0.96047  O8 1.409, H22 1.095, H23 1.088, H24 1.096
10 H 1.97728 -0.58657 0.07705  C1 1.091
11 H 1.30910 -0.42489 1.74728  C1 1.089
12 H 1.96989 0.99031 0.88400  C1 1.092
13 H 0.56458 -0.27134 -1.69357  C3 1.094
14 H 0.70873 1.41642 -1.35413  C3 1.096
15 H -1.32193 1.08596 -2.57372  C4 1.097
16 H -1.84759 1.63162 -1.03539  C4 1.097
17 H -2.17994 -0.66740 -0.38415  N5 1.021
18 H -3.70236 -0.32595 -2.79946  C6 1.087
19 H -3.95982 0.68318 -1.34824  C6 1.098
20 H -3.87060 -2.38427 -1.63467  C7 1.093
21 H -5.33970 -1.51430 -1.58595  C7 1.094
22 H -5.71986 -0.16781 0.45197  C9 1.095
23 H -4.72095 -0.61066 1.86911  C9 1.088
24 H -6.01763 -1.64594 1.23331  C9 1.096
25 C -6.64060 4.80252 1.36352  O26 1.401, H34 1.098, H35 1.099, H36 1.089
26 O -6.43884 4.29983 2.65555  C25 1.401, C27 1.440
27 C -6.31174 2.86547 2.67852  O26 1.440, C28 1.514, H37 1.095, H38 1.095
28 C -5.56547 2.51949 3.95015  C27 1.514, N29 1.477, H39 1.093, H40 1.093
29 N -4.22145 3.10401 4.13093  C28 1.477, C30 1.470, H41 1.021
30 C -3.23040 2.41307 3.29269  N29 1.470, C31 1.540, H42 1.095, H43 1.092
31 C -2.11949 3.38996 2.86446  C30 1.540, O32 1.413, H44 1.095, H45 1.089
32 O -2.62789 4.42185 2.04307  C31 1.413, C33 1.405
33 C -2.98557 4.01638 0.74634  O32 1.405, H46 1.099, H47 1.092, H48 1.090
34 H -7.37273 4.25728 0.75361  C25 1.098
35 H -5.74268 4.74749 0.73180  C25 1.099
36 H -6.90767 5.84756 1.51385  C25 1.089
37 H -5.90485 2.42958 1.75987  C27 1.095
38 H -7.35156 2.52298 2.69360  C27 1.095
39 H -5.48919 1.44024 4.10839  C28 1.093
40 H -6.16039 2.83510 4.81061  C28 1.093
41 H -4.32616 4.01966 3.69081  N29 1.021
42 H -3.66006 1.97835 2.38369  C30 1.095
43 H -2.77239 1.57882 3.82821  C30 1.092
44 H -1.35400 2.84358 2.30268  C31 1.095
45 H -1.67898 3.74466 3.79484  C31 1.089
46 H -3.84258 3.33014 0.80255  C33 1.099
47 H -2.12665 3.57020 0.24124  C33 1.092
48 H -3.45705 4.81872 0.17823  C33 1.090
49 C -0.48867 6.37026 4.84353  O50 1.421, H58 1.088, H59 1.091, H60 1.094
50 O -0.24646 7.74536 4.57785  C49 1.421, C51 1.415
51 C 0.85636 8.30837 5.26168  O50 1.415, C52 1.536, H61 1.095, H62 1.093
52 C 2.22980 7.88626 4.71974  C51 1.536, N53 1.461, H63 1.093, H64 1.095
53 N 2.61534 6.55052 5.16767  C52 1.461, C54 1.496, H65 1.015
54 C 4.04950 6.27526 4.84495  N53 1.496, C55 1.505, H66 1.089, H67 1.092
55 C 4.17735 5.98133 3.37401  C54 1.505, O56 1.425, H68 1.102, H69 1.096
56 O 3.49526 4.75192 3.14122  C55 1.425, C57 1.399
57 C 3.56785 4.33749 1.80694  O56 1.399, H70 1.090, H71 1.095, H72 1.100
58 H 0.29081 5.69187 5.18492  C49 1.088
59 H -0.91029 5.88752 3.96017  C49 1.091
60 H -1.28950 6.34701 5.58923  C49 1.094
61 H 0.72434 8.12570 6.33275  C51 1.095
62 H 0.80504 9.38608 5.08515  C51 1.093
63 H 2.94364 8.59509 5.14763  C52 1.093
64 H 2.21291 8.02403 3.63323  C52 1.095
65 H 2.18056 5.83970 4.58776  N53 1.015
66 H 4.45909 5.43569 5.40495  C54 1.089
67 H 4.59406 7.17765 5.12913  C54 1.092
68 H 5.24063 5.89391 3.09627  C55 1.102
69 H 3.86634 6.73684 2.64331  C55 1.096
70 H 2.82027 3.55637 1.67139  C57 1.090
71 H 4.55674 4.02176 1.45724  C57 1.095
72 H 3.32652 5.15714 1.11338  C57 1.100
73 C 9.32479 1.40663 -6.64566  O74 1.395, H82 1.098, H83 1.096, H84 1.089
74 O 8.54014 0.76078 -5.68973  C73 1.395, C75 1.414
75 C 7.31767 0.22726 -6.15849  O74 1.414, C76 1.507, H85 1.098, H86 1.095
76 C 6.56716 -0.47048 -5.05377  C75 1.507, N77 1.463, H87 1.096, H88 1.092
77 N 5.75506 0.48307 -4.29832  C76 1.463, C78 1.471, H89 1.015
78 C 4.83070 -0.20957 -3.38804  N77 1.471, C79 1.524, H90 1.099, H91 1.089
79 C 4.15816 0.80707 -2.47287  C78 1.524, O80 1.433, H92 1.097, H93 1.091
80 O 5.18703 1.16041 -1.54075  C79 1.433, C81 1.406
81 C 4.68946 1.82052 -0.40331  O80 1.406, H94 1.097, H95 1.095, H96 1.088
82 H 8.90602 2.34975 -7.02036  C73 1.098
83 H 9.53041 0.82547 -7.55223  C73 1.096
84 H 10.26456 1.65498 -6.15457  C73 1.089
85 H 7.50801 -0.47841 -6.97763  C75 1.098
86 H 6.66600 1.00026 -6.57908  C75 1.095
87 H 7.23788 -1.00178 -4.36815  C76 1.096
88 H 5.87372 -1.16331 -5.53423  C76 1.092
89 H 6.33701 1.04386 -3.68407  N77 1.015
90 H 5.41718 -0.82118 -2.68871  C78 1.099
91 H 4.16850 -0.88527 -3.92733  C78 1.089
92 H 3.39087 0.25690 -1.91521  C79 1.097
93 H 3.73025 1.63648 -3.03806  C79 1.091
94 H 3.85670 1.23540 0.00698  C81 1.097
95 H 4.22987 2.78779 -0.63126  C81 1.095
96 H 5.44134 1.90169 0.37877  C81 1.088
97 C 1.70798 -4.72256 5.78990  O98 1.404, H106 1.094, H107 1.091, H108 1.094
98 O 2.87597 -4.96573 5.04997  C97 1.404, C99 1.414
99 C 2.93640 -6.17175 4.31483  O98 1.414, C100 1.525, H109 1.092, H110 1.098
100 C 4.25723 -6.16730 3.55302  C99 1.525, N101 1.467, H111 1.089, H112 1.098
101 N 4.11273 -5.27031 2.40122  C100 1.467, C102 1.481, H113 1.014
102 C 5.30044 -5.36285 1.52186  N101 1.481, C103 1.509, H114 1.092, H115 1.094
103 C 5.26866 -4.34879 0.40530  C102 1.509, O104 1.422, H116 1.094, H117 1.101
104 O 5.79835 -3.12309 0.89571  C103 1.422, C105 1.422
105 C 5.54435 -2.01282 0.04447  O104 1.422, H118 1.091, H119 1.095, H120 1.091
106 H 0.80200 -4.73531 5.17690  C97 1.094
107 H 1.72111 -3.72790 6.23770  C97 1.091
108 H 1.66720 -5.41428 6.63693  C97 1.094
109 H 2.07210 -6.23205 3.64973  C99 1.092
110 H 2.95207 -7.00709 5.02736  C99 1.098
111 H 4.56559 -7.16752 3.25220  C100 1.089
112 H 5.01842 -5.76748 4.23565  C100 1.098
113 H 4.02220 -4.32396 2.75353  N101 1.014
114 H 5.22798 -6.35556 1.07391  C102 1.092
115 H 6.17288 -5.24291 2.17076  C102 1.094
116 H 4.33648 -4.24493 -0.15699  C103 1.094
117 H 6.00287 -4.68188 -0.34387  C103 1.101
118 H 5.81983 -1.06610 0.51168  C105 1.091
119 H 4.44953 -2.00758 0.01046  C105 1.095
120 H 6.07996 -2.03660 -0.90537  C105 1.091
121 C -1.82700 -1.11558 2.80562  C122 1.524, O124 1.441, H125 1.098, H126 1.092
122 C -1.46008 -2.49507 2.27190  C121 1.524, O123 1.413, H127 1.092, H128 1.098
123 O -2.57924 -3.15768 1.72035  C122 1.413, H129 0.982
124 O -2.09073 -0.15891 1.76076  C121 1.441, H130 0.975
125 H -1.00519 -0.65280 3.36699  C121 1.098
126 H -2.72293 -1.06894 3.42838  C121 1.092
127 H -1.08874 -3.09832 3.10250  C122 1.092
128 H -0.67962 -2.36473 1.51108  C122 1.098
129 H -2.96881 -2.56362 1.04264  O123 0.982
130 H -1.21865 0.16051 1.46330  O124 0.975
131 C 0.19275 5.30325 -2.07240  C132 1.504, O134 1.412, H135 1.096, H136 1.096
132 C 0.94503 4.37718 -1.15674  C131 1.504, O133 1.444, H137 1.090, H138 1.094
133 O 2.04636 3.76530 -1.86214  C132 1.444, H139 0.964
134 O -0.37309 4.55881 -3.13097  C131 1.412, H140 0.962
135 H 0.69476 6.20803 -2.43281  C131 1.096
136 H -0.61444 5.75217 -1.48214  C131 1.096
137 H 0.25670 3.59078 -0.84751  C132 1.090
138 H 1.31932 4.86886 -0.25430  C132 1.094
139 H 2.70312 4.47018 -1.90241  O133 0.964
140 H 0.32154 4.17004 -3.67148  O134 0.962
141 C -5.67046 -3.90648 0.88826  C142 1.504, O144 1.407, H145 1.099, H146 1.095
142 C -7.11214 -4.11140 0.51226  C141 1.504, O143 1.416, H147 1.098, H148 1.100
143 O -7.22583 -5.10804 -0.48662  C142 1.416, H149 0.958
144 O -5.54300 -3.32981 2.16523  C141 1.407, H150 0.961
145 H -5.22435 -3.30052 0.08782  C141 1.099
146 H -5.09029 -4.83042 0.79021  C141 1.095
147 H -7.62350 -3.18578 0.21603  C142 1.098
148 H -7.75240 -4.40398 1.35749  C142 1.100
149 H -8.04254 -5.00285 -0.97705  O143 0.958
150 H -4.61757 -3.19430 2.38715  O144 0.961
151 C -1.14039 -3.76310 -2.67189  C152 1.534, O154 1.412, H155 1.093, H156 1.094
152 C -1.52152 -4.92590 -1.74697  C151 1.534, O153 1.422, H157 1.092, H158 1.090
153 O -2.47930 -4.46301 -0.80359  C152 1.422, H159 0.968
154 O -0.32659 -2.84185 -1.97660  C151 1.412, H160 0.961
155 H -2.06136 -3.29767 -3.03197  C151 1.093
156 H -0.59550 -4.13091 -3.54604  C151 1.094
157 H -0.61210 -5.32462 -1.29287  C152 1.092
158 H -1.95780 -5.72346 -2.34794  C152 1.090
159 H -2.01872 -3.95075 -0.12386  O153 0.968
160 H -0.64181 -1.93525 -1.92206  O154 0.961
161 C -4.55786 -4.28265 -5.39573  C162 1.523, O164 1.425, H165 1.093, H166 1.095
162 C -4.20848 -3.22940 -6.43851  C161 1.523, O163 1.425, H167 1.092, H168 1.093
163 O -3.73145 -2.01385 -5.86718  C162 1.425, H169 0.979
164 O -5.73621 -3.93514 -4.67312  C161 1.425, H170 0.967
165 H -3.65500 -4.47054 -4.80884  C161 1.093
166 H -4.73812 -5.19728 -5.97020  C161 1.095
167 H -5.07551 -3.11759 -7.09270  C162 1.092
168 H -3.38181 -3.70885 -6.96819  C162 1.093
169 H -4.59878 -1.66937 -5.57100  O163 0.979
170 H -5.90548 -4.65905 -4.05512  O164 0.967
171 C -0.30381 -1.44531 -5.82914  C172 1.518, O174 1.406, H175 1.098, H176 1.101
172 C 0.76470 -0.40479 -6.10999  C171 1.518, O173 1.428, H177 1.093, H178 1.095
173 O 1.46091 -0.67048 -7.32839  C172 1.428, H179 0.961
174 O -1.24259 -1.46134 -6.87515  C171 1.406, H180 0.973
175 H -0.82104 -1.28912 -4.87285  C171 1.098
176 H 0.14477 -2.44459 -5.72151  C171 1.101
177 H 1.52973 -0.39979 -5.32973  C172 1.093
178 H 0.47028 0.64963 -6.13244  C172 1.095
179 H 0.91550 -0.40615 -8.07411  O173 0.961
180 H -2.05155 -1.86915 -6.52139  O174 0.973
181 C 4.20865 -0.40404 3.26212  C182 1.528, O184 1.410, H185 1.096, H186 1.095
182 C 3.49884 -1.49401 4.06400  C181 1.528, O183 1.427, H187 1.097, H188 1.092
183 O 2.92571 -0.96848 5.26045  C182 1.427, H189 0.961
184 O 5.51251 -0.10326 3.70564  C181 1.410, H190 0.965
185 H 3.59998 0.50595 3.20377  C181 1.096
186 H 4.28247 -0.82004 2.25206  C181 1.095
187 H 4.17542 -2.30906 4.34785  C182 1.097
188 H 2.71537 -2.01338 3.50862  C182 1.092
189 H 3.60964 -0.54880 5.78877  O183 0.961
190 H 5.39762 0.33088 4.55956  O184 0.965
191 O -6.33794 -1.29543 -5.34755  H192 0.962, H193 0.978
192 H -6.94978 -0.71969 -4.87827  O191 0.962
193 H -6.49832 -2.18826 -4.98161  O191 0.978
194 O -7.81081 -0.14210 2.53885  H195 0.963, H196 0.963
195 H -8.53464 -0.18893 3.17301  O194 0.963
196 H -8.21765 -0.35245 1.69170  O194 0.963
197 O -4.77846 -5.39509 -2.38864  H198 0.972, H199 0.965
198 H -4.10259 -4.84908 -1.95288  O197 0.972
199 H -5.41961 -5.54073 -1.68280  O197 0.965
200 O 2.49088 -2.88322 -2.48603  H201 0.962, H202 0.978
201 H 2.65696 -3.67655 -3.00443  O200 0.962
202 H 1.53133 -2.90742 -2.29806  O200 0.978